1.
{"formula": "C20H64F6N21O22S2", "method": "the ωB97M-V functional and the def2-TZVPD basis", "elements": ["H", "H", "O", "H", "H", "H", "O", "N", "O", "C", "N", "C", "H", "C", "H", "H", "H", "H", "H", "H", "N", "N", "H", "O", "O", "H", "O", "H", "N", "H", "C", "F", "H", "N", "H", "C", "H", "H", "H", "H", "C", "H", "O", "S", "C", "N", "H", "C", "H", "H", "N", "N", "C", "H", "C", "O", "N", "H", "H", "O", "H", "N", "S", "O", "F", "H", "N", "N", "N", "H", "H", "H", "H", "N", "H", "O", "C", "F", "C", "O", "O", "H", "H", "O", "H", "O", "H", "C", "H", "H", "C", "H", "O", "F", "F", "C", "C", "H", "H", "N", "O", "H", "H", "H", "F", "H", "H", "H", "H", "O", "H", "H", "H", "N", "N", "O", "N", "H", "C", "H", "H", "H", "H", "O", "H", "N", "C", "H", "O", "N", "H", "C", "O", "C", "H"], "xyz": [[-6.382, 4.168, -1.730], [-3.691, 4.665, 4.607], [2.482, 2.750, -2.111], [-1.891, 0.854, 2.765], [1.976, 2.118, -1.595], [2.345, -2.183, 0.087], [1.525, -4.615, 1.949], [-3.600, 3.373, -0.785], [3.782, -4.944, -0.555], [-2.548, -0.708, 3.694], [1.326, -1.012, 7.604], [1.962, -0.278, 6.746], [3.049, -4.177, -6.459], [3.465, -3.776, -0.654], [0.321, -1.093, 7.655], [-3.107, 2.587, -0.386], [5.077, -3.584, 2.657], [-1.283, -4.815, 2.982], [6.427, -0.765, 0.562], [4.491, -0.782, 1.862], [0.811, 1.043, -1.041], [-0.581, -5.147, 2.336], [1.131, -3.809, -4.216], [4.499, -2.830, 2.517], [-1.431, 0.831, 0.502], [5.258, 1.288, -0.825], [-4.654, -0.529, -5.185], [5.843, -2.474, 0.373], [-2.189, 0.529, 3.674], [-4.270, 0.056, -1.940], [1.527, 4.374, 4.251], [1.450, 0.508, -3.970], [-1.244, 2.823, -2.223], [3.830, -2.987, -1.634], [4.057, 2.274, -0.072], [3.812, -2.332, -6.787], [2.420, 0.616, -0.833], [0.283, -0.369, 5.937], [-2.197, 1.205, 4.425], [-3.080, 0.211, -4.024], [0.938, -0.556, -3.351], [-4.416, 1.229, -4.107], [-0.138, 4.451, -4.659], [-0.087, 1.408, 0.433], [-0.816, 3.813, -3.857], [-3.574, 4.573, 3.608], [1.964, -2.370, -5.968], [-2.442, 4.044, 3.107], [-3.088, 4.553, 1.408], [-3.601, -1.743, 4.783], [-6.466, 2.529, 2.395], [-0.577, 3.437, -2.669], [4.201, 1.547, -0.870], [2.784, -0.871, -5.866], [1.079, 0.503, 1.791], [-5.366, 2.007, -0.967], [0.447, 4.732, 4.944], [2.104, -5.786, -5.200], [-0.552, -6.525, -5.464], [3.192, -0.177, 6.888], [3.609, 1.497, -3.050], [1.106, 0.215, 5.977], [0.049, -0.118, -1.753], [-0.036, 2.791, 0.681], [1.613, -0.607, 1.269], [3.571, -2.072, -1.293], [-4.848, 1.175, 1.922], [2.689, -3.131, 0.158], [-2.101, 3.595, -4.037], [4.442, -4.102, -7.360], [1.847, -1.159, 8.456], [-0.411, -5.305, -3.097], [-0.415, 4.273, 4.689], [-5.376, 4.110, -1.666], [4.399, 2.982, -2.578], [-1.289, 0.416, -2.101], [1.486, -4.780, -3.869], [0.452, 0.170, 2.896], [5.126, -1.618, 2.156], [4.624, -1.630, -7.390], [-5.145, 1.739, 4.034], [-0.907, -2.744, 2.310], [1.948, 3.778, 2.444], [-2.355, -1.483, 2.827], [5.536, -1.078, 3.009], [-1.684, 3.456, 3.827], [0.563, -2.342, 1.761], [3.753, 2.183, -2.215], [-5.368, -1.066, -4.835], [-3.651, -0.007, 5.124], [-4.858, 3.045, -1.132], [-5.741, 0.099, -2.578], [7.463, -2.324, 1.381], [2.019, 1.407, 1.970], [-0.006, -1.286, -4.008], [-5.447, 1.818, 2.885], [0.383, -4.325, 2.192], [1.891, -4.507, -2.895], [-4.816, 4.893, -1.361], [1.179, 4.048, 3.039], [-0.285, -5.630, -5.243], [-4.092, 5.162, 2.972], [-6.895, 2.549, 1.481], [0.639, -6.569, -3.495], [1.966, -1.302, -3.068], [-5.234, 1.416, 1.020], [-3.911, 0.875, 2.149], [7.259, -2.966, 2.066], [4.429, -3.243, -2.406], [0.032, -1.373, -0.948], [-1.529, 3.693, 1.384], [-0.250, -6.101, 2.309], [2.404, -3.720, 0.927], [-3.169, -0.830, 4.792], [0.032, -3.091, 2.182], [-5.159, -1.869, -2.722], [-2.316, 4.096, 1.872], [-2.586, 3.958, -4.844], [6.180, -1.701, 1.063], [-3.374, 4.300, -1.117], [0.650, 5.003, 5.896], [-2.710, 3.328, -3.277], [0.204, 4.222, 2.837], [3.351, 0.388, -0.783], [-5.284, -1.885, -1.770], [2.843, -1.872, -5.983], [-4.809, -0.441, -2.747], [-6.872, 3.142, 3.088], [2.604, -5.195, -4.632], [3.649, -3.582, -7.012], [1.272, 0.900, 5.253], [0.258, -5.629, -3.894], [2.634, 4.316, 4.691], [-4.168, 0.169, -4.057], [0.349, 3.621, -2.309]], "forces_ev_per_a": [[0.2, 0.3, -0.1], [0.1, -0.1, -0.4], [-0.3, 1.2, 0.7], [0.4, 0.3, 0.3], [-0.7, 0.2, -0.2], [0.3, -0.5, -0.3], [2.3, -2.3, 0.2], [0.7, -1.0, 0.6], [0.4, -1.7, 0.3], [0.9, 2.4, -0.5], [-1.6, -4.0, 4.9], [6.3, -0.6, 2.9], [0.1, 0.4, 0.4], [0.7, -1.6, -1.0], [0.4, 0.2, 0.2], [1.1, 0.6, 0.0], [0.4, 0.3, -0.1], [-0.3, -0.8, -0.2], [-0.3, 0.0, 0.2], [-1.3, -0.9, -0.6], [-1.2, 1.3, 3.5], [-3.6, -4.1, 1.1], [0.1, 0.4, -0.5], [-0.7, 0.8, -0.2], [1.6, 0.5, 0.3], [-0.2, -0.5, -0.3], [0.1, 0.2, -0.1], [-0.9, 0.7, -0.7], [2.9, 5.5, -3.1], [0.8, -1.3, 0.6], [-0.4, 0.0, 1.0], [-1.3, -0.2, -0.6], [0.8, -0.1, 0.2], [0.9, 2.1, -2.2], [-0.4, 0.0, 0.2], [0.3, 3.7, -1.4], [-0.2, 0.3, 0.2], [-0.2, 0.9, -0.7], [-0.2, -0.2, -0.3], [0.1, -0.8, -0.1], [-0.2, 0.2, 1.1], [-0.6, 0.2, 0.1], [0.5, -0.6, 0.2], [-0.3, -4.1, -1.2], [-0.3, 3.0, -3.3], [-1.3, 1.2, 0.1], [0.2, 0.1, 0.2], [-1.8, -0.4, 4.8], [0.7, -0.4, -0.8], [-0.7, 0.2, 1.0], [-2.8, 2.8, 1.0], [3.4, -1.1, 5.2], [-1.3, -0.1, -1.9], [0.0, -0.2, -0.2], [-0.5, 0.2, -2.0], [-2.4, -4.5, 0.9], [-1.2, 1.4, 2.3], [0.8, -0.6, -1.0], [-0.1, 0.0, 0.1], [-0.8, 0.9, -1.1], [1.1, -0.8, 0.3], [-4.0, 3.5, -5.9], [-4.7, -2.6, 1.1], [0.9, 2.3, 0.2], [-0.3, 0.8, 0.3], [1.0, 0.8, -1.8], [1.4, -1.3, -1.7], [-2.1, 0.6, 3.0], [-5.1, -0.5, -2.5], [-0.1, 0.4, -0.3], [-0.2, -0.5, -0.2], [-0.4, 0.4, -0.5], [-0.2, 0.2, 0.5], [-2.5, 3.2, -1.7], [0.3, 0.0, 0.2], [1.8, -1.1, -0.7], [0.1, 3.0, 0.9], [0.1, 0.5, -0.1], [1.7, 1.1, 0.4], [0.4, 0.0, 0.9], [0.5, 0.4, 3.3], [-0.3, -0.5, 0.0], [-0.8, 0.0, -0.5], [0.5, -3.5, -2.9], [0.6, -0.5, 0.7], [2.4, -1.8, 2.2], [0.6, -0.8, 0.2], [0.9, 0.7, -0.4], [-0.1, -0.3, -0.3], [-0.4, -0.6, 0.1], [2.5, 1.5, 0.4], [-0.6, -0.1, -0.5], [-0.2, 0.8, 1.0], [0.3, -0.2, 0.6], [1.3, 1.2, -0.1], [-0.4, -0.5, -1.2], [3.2, 1.9, -1.6], [-0.4, -0.6, 0.5], [-1.5, 0.8, -0.7], [0.0, -0.7, -2.8], [0.5, -0.3, 1.2], [-0.3, 0.1, 0.7], [0.6, -0.4, 0.1], [-0.5, -1.0, -0.7], [0.3, -1.1, 0.1], [1.2, -0.7, -0.6], [-0.1, -0.3, -0.7], [0.3, -0.2, 0.1], [-0.1, 0.3, 0.4], [0.6, 2.2, -2.0], [0.0, -0.1, -0.1], [-0.6, -0.1, 0.6], [-0.4, 0.4, 0.6], [-3.7, -4.0, 5.3], [-1.9, 6.0, 0.3], [1.4, 2.0, 0.3], [-0.2, 1.3, -6.6], [0.4, -0.2, 0.0], [0.4, -2.1, -0.6], [1.8, -0.8, 0.5], [-0.3, -0.3, -0.1], [0.2, 0.0, -0.3], [0.6, -0.4, -1.0], [2.1, -0.6, 1.0], [-0.3, -1.1, 0.2], [-1.3, 1.8, 1.6], [-0.5, 2.1, -1.3], [-0.3, -0.2, -0.2], [-1.1, -0.8, -0.5], [0.5, -6.1, -1.2], [0.2, -0.4, 0.0], [1.0, -0.7, 0.5], [2.8, 0.2, 0.9], [-0.3, -1.1, 1.1], [0.0, -0.5, 0.3]], "total_charge": -1, "gap_ev": 7.45, "total_energy_ev": -136091.5440}

2.
{"formula": "C20H64F6N4O10P", "method": "the ωB97M-V functional and the def2-TZVPD basis", "elements": ["H", "H", "H", "H", "H", "H", "O", "H", "H", "H", "H", "H", "H", "H", "H", "H", "C", "H", "C", "O", "C", "H", "H", "H", "H", "H", "H", "H", "H", "O", "C", "C", "F", "F", "H", "H", "P", "H", "C", "H", "H", "H", "H", "H", "H", "H", "H", "H", "F", "F", "F", "H", "C", "F", "H", "H", "H", "O", "H", "O", "H", "H", "H", "O", "C", "N", "C", "H", "N", "O", "H", "H", "H", "O", "C", "H", "H", "H", "C", "C", "H", "C", "H", "N", "H", "C", "H", "N", "H", "H", "C", "H", "H", "H", "C", "O", "C", "C", "O", "H", "H", "H", "H", "C", "C"], "xyz": [[-6.053, 6.097, -2.963], [5.403, 8.877, -2.801], [-4.600, -0.975, -2.062], [3.137, -7.596, 2.795], [0.512, -2.719, -6.887], [-5.438, 4.108, -8.211], [6.025, 0.936, 0.523], [5.152, 1.328, 0.494], [9.386, 7.019, -2.291], [-6.646, -6.537, 4.444], [1.608, -6.764, 2.902], [0.373, -8.925, 3.293], [-5.805, -1.158, -1.165], [1.814, 4.188, 4.093], [5.244, 6.306, -3.486], [-3.295, -5.627, 0.187], [8.657, 6.403, -2.818], [1.836, -6.791, 5.693], [-4.665, 4.983, -4.169], [-5.763, 3.899, -6.146], [2.191, 5.624, 5.340], [3.866, -4.272, 4.273], [-4.229, -5.159, 5.098], [-3.704, 3.834, -5.738], [-1.158, -2.221, -6.551], [-6.749, 5.612, -4.512], [8.648, 5.436, -2.316], [-4.837, 4.064, -3.609], [-5.083, 2.504, -7.414], [-2.532, -0.994, 5.425], [2.405, -7.204, 3.501], [4.660, 8.253, -0.879], [-0.553, 1.397, -1.498], [-0.071, 1.224, 1.681], [-6.845, -5.523, 2.909], [0.689, -4.028, -5.127], [-0.246, 1.309, 0.085], [-3.278, -4.950, 2.381], [1.185, -9.319, 3.904], [1.772, -9.889, 3.183], [3.120, 6.059, 5.708], [-5.761, 7.046, -4.422], [4.167, -3.630, -1.706], [-3.460, 5.498, -2.682], [0.523, -7.023, 5.100], [5.659, -3.465, -1.901], [-0.457, -3.061, -4.135], [-4.555, -6.702, 5.127], [1.327, 1.766, -0.149], [-1.727, 0.682, 0.333], [0.348, -0.229, -0.016], [-1.663, -1.287, 5.699], [-5.734, 3.376, -7.460], [-0.764, 2.818, 0.351], [-6.410, -4.829, 4.585], [-4.370, -6.940, 0.703], [0.863, 4.226, 6.274], [4.947, -4.094, -2.011], [6.932, 6.810, -1.094], [-4.918, -4.885, 1.123], [1.384, 6.241, 4.944], [-4.505, -3.851, 2.798], [2.901, -8.588, 5.101], [3.095, -6.151, 4.223], [6.761, 7.582, -1.844], [1.200, -7.572, 5.611], [-5.865, 6.032, -4.034], [2.303, -4.433, 3.497], [-4.075, -6.008, 4.572], [-5.555, -1.039, -2.081], [4.659, 7.401, -0.199], [4.364, 6.238, -2.090], [7.358, 8.304, -1.287], [2.576, 4.695, 4.384], [2.024, -8.250, 4.549], [-2.425, -0.749, 4.506], [0.088, -1.206, -4.802], [2.553, 4.064, 6.857], [-6.356, -5.654, 3.874], [-4.591, 4.462, -5.653], [-4.893, -6.873, 2.857], [5.330, 7.969, -2.203], [-6.713, 2.931, -7.639], [4.713, 6.846, -2.817], [9.166, 6.395, -3.782], [-4.912, -5.925, 3.395], [-4.434, 5.356, -6.257], [-3.369, 5.472, -3.687], [4.953, 9.097, -0.253], [-2.710, 4.726, -3.856], [-4.336, -5.935, 0.281], [-4.639, -5.876, -0.764], [3.946, -4.958, 2.719], [3.606, 8.510, -0.979], [1.787, 4.755, 6.504], [0.515, -1.398, -5.640], [-0.200, -2.477, -6.098], [-0.300, -3.573, -5.084], [7.379, 7.039, -3.000], [0.771, -10.049, 4.600], [-1.018, -4.356, -5.326], [6.098, 0.451, -0.300], [1.362, 5.229, 7.388], [3.289, -4.890, 3.586], [-4.364, -4.871, 2.441]], "forces_ev_per_a": [[-0.3, 0.3, 0.0], [-0.4, -0.1, -0.4], [0.3, 0.1, 0.0], [0.0, -0.4, -0.3], [-0.7, -1.1, -0.7], [0.0, 0.0, -0.1], [0.3, 0.0, 0.1], [-0.3, 0.1, 0.0], [-0.3, 0.4, 0.7], [-0.5, -0.1, -0.4], [-0.6, -0.2, 0.3], [-0.2, 0.4, 0.3], [0.0, 0.0, 0.2], [-0.1, -0.1, -0.1], [0.3, 0.4, 0.2], [0.5, -0.4, 0.2], [0.0, 1.3, -0.3], [0.4, 0.6, 1.5], [-1.4, -0.2, -1.5], [-1.2, -0.3, 0.8], [0.3, -1.6, 1.4], [-0.1, -0.1, 0.3], [0.2, 0.4, 0.1], [0.0, -0.5, -0.2], [-0.2, 0.3, 0.1], [0.0, -0.2, 0.1], [-0.4, -0.2, -0.2], [-1.1, 0.1, 0.3], [0.6, 0.0, -0.6], [-0.3, -0.1, 0.2], [2.0, 0.9, 0.3], [-1.7, 0.6, 0.9], [0.3, 0.1, 0.3], [1.0, -0.1, 0.8], [-1.1, 0.2, 0.5], [0.0, -0.2, 0.8], [0.6, -1.2, 0.8], [0.2, -0.4, 0.0], [0.4, -1.0, -0.7], [0.2, -0.2, 0.0], [-0.2, 1.1, -0.7], [0.8, -0.2, -0.2], [-0.3, 0.1, 0.1], [0.2, 0.2, 0.2], [-1.2, -0.4, -0.3], [0.2, 0.1, 0.0], [-0.3, -0.6, 0.4], [0.4, -0.3, 0.5], [-1.1, 0.6, 0.1], [-0.4, 0.2, -0.6], [-0.5, 0.2, -0.5], [0.2, 0.0, 0.0], [0.3, -0.8, 1.2], [0.1, 0.1, -1.0], [0.0, 0.4, -0.5], [-0.4, 0.1, 0.0], [0.2, -0.8, -0.6], [0.1, -0.3, -0.1], [-1.4, -0.8, 0.4], [-0.3, -1.4, -0.5], [0.3, 0.6, 0.4], [-0.4, 0.0, 0.2], [0.1, -0.3, -0.5], [0.1, -0.4, 0.1], [1.6, -1.1, 0.5], [1.1, 0.3, -0.9], [0.8, -1.6, 0.7], [0.2, 0.3, -0.9], [0.6, -0.5, 0.1], [-0.2, -0.1, -0.3], [0.2, -0.3, -0.2], [-0.1, -0.2, -0.2], [0.2, 1.3, -0.9], [1.0, -0.4, -1.8], [-1.9, 0.9, 0.2], [0.0, 0.1, -0.3], [0.4, 0.9, 0.4], [0.1, 0.1, -0.4], [1.1, -0.6, -1.2], [0.9, 2.0, 0.2], [0.0, -0.2, 0.1], [2.1, -0.3, 1.6], [-0.2, 0.5, -0.2], [-1.7, -0.3, -0.5], [-0.6, -0.7, -0.3], [-0.6, 0.9, 0.3], [0.6, 0.3, -0.2], [-0.4, 0.3, -0.7], [1.0, 0.1, -0.4], [0.4, -0.1, 0.0], [1.0, 1.7, 0.6], [-1.0, 0.0, 0.4], [-0.6, -0.1, -0.6], [-0.3, -0.3, -0.5], [-2.2, 0.0, 1.5], [-0.1, 1.5, 1.6], [0.5, -0.9, -2.4], [0.8, -0.1, -0.3], [1.3, 0.1, -0.5], [0.0, 0.2, 0.2], [-0.2, 0.3, 0.2], [0.0, -0.1, -0.2], [0.6, 0.9, 0.3], [0.0, -0.6, 0.9], [0.3, 0.5, -0.6]], "total_charge": -1, "gap_ev": 9.34, "total_energy_ev": -73809.6679}